w:
{"formula": "C20H35BCrF7N2O14", "method": "wB97M-V/def2-TZVPD", "species": ["Cr", "B", "F", "F", "F", "F", "C", "C", "O", "C", "O", "C", "F", "F", "F", "H", "H", "H", "H", "H", "C", "O", "C", "O", "O", "C", "H", "H", "H", "H", "H", "H", "C", "O", "C", "O", "O", "C", "H", "H", "H", "H", "H", "H", "C", "O", "C", "O", "O", "C", "H", "H", "H", "H", "H", "H", "C", "O", "C", "O", "O", "C", "H", "H", "H", "H", "H", "H", "C", "C", "N", "H", "H", "H", "C", "C", "N", "H", "H", "H"], "xyz": [[-1.197, 3.561, 0.175], [-0.495, 0.974, -0.167], [-0.765, 0.013, -1.139], [0.085, 2.176, -0.618], [-1.710, 1.385, 0.442], [0.352, 0.361, 0.762], [1.720, 1.491, -3.266], [1.671, 1.756, -4.774], [2.218, 0.648, -5.465], [1.436, -0.367, -5.950], [0.222, -0.564, -5.522], [2.195, -1.370, -6.795], [3.285, -0.769, -7.279], [2.603, -2.427, -6.070], [1.476, -1.806, -7.831], [2.740, 1.253, -2.951], [1.276, 0.499, -3.130], [1.291, 2.268, -2.642], [2.221, 2.653, -5.058], [0.639, 1.869, -5.113], [-0.629, 4.198, -4.010], [-2.041, 4.198, -3.903], [-2.586, 3.786, -2.778], [-1.970, 3.457, -1.775], [-3.868, 4.002, -2.842], [-4.687, 3.740, -1.650], [-0.172, 4.758, -3.189], [-0.214, 4.631, -4.914], [-0.229, 3.197, -3.894], [-4.309, 2.950, -1.014], [-5.702, 3.627, -2.007], [-4.594, 4.714, -1.168], [1.220, 1.476, 3.647], [0.918, 2.812, 3.991], [0.156, 3.454, 3.107], [-0.182, 3.059, 2.017], [-0.085, 4.686, 3.468], [0.274, 5.260, 4.711], [1.781, 1.009, 4.453], [1.879, 1.327, 2.786], [0.339, 0.904, 3.350], [1.207, 5.825, 4.721], [0.480, 4.506, 5.473], [-0.537, 5.892, 5.055], [3.593, -6.232, 2.514], [2.751, -5.275, 1.888], [2.564, -4.121, 2.507], [3.250, -3.642, 3.371], [1.517, -3.520, 1.952], [1.038, -2.324, 2.496], [3.843, -6.962, 1.747], [3.060, -6.767, 3.299], [4.529, -5.844, 2.911], [1.885, -1.638, 2.584], [0.539, -2.398, 3.467], [0.305, -1.860, 1.838], [-2.639, -0.926, 1.980], [-2.515, -2.227, 2.583], [-3.488, -3.066, 2.824], [-4.597, -2.737, 3.202], [-3.033, -4.286, 2.717], [-3.996, -5.369, 2.900], [-3.359, -0.318, 2.528], [-3.001, -0.905, 0.947], [-1.589, -0.642, 1.938], [-4.496, -5.518, 1.945], [-4.596, -5.204, 3.790], [-3.566, -6.359, 3.052], [-0.633, -3.748, -1.064], [-1.364, -4.925, -0.600], [-1.949, -5.846, -0.247], [-0.837, -2.890, -0.428], [-0.922, -3.579, -2.099], [0.430, -3.985, -1.010], [3.231, 1.575, 0.252], [3.265, 2.844, 0.991], [3.305, 3.787, 1.647], [2.704, 0.844, 0.857], [4.271, 1.247, 0.197], [2.786, 1.740, -0.722]], "homo_energy_ev": [-8.5311, -12.9439], "charge": 1, "multiplicity": 9}


x:
{"formula": "C20H35BCrF7N2O14", "method": "wB97M-V/def2-TZVPD", "species": ["Cr", "B", "F", "F", "F", "F", "C", "C", "O", "C", "O", "C", "F", "F", "F", "H", "H", "H", "H", "H", "C", "O", "C", "O", "O", "C", "H", "H", "H", "H", "H", "H", "C", "O", "C", "O", "O", "C", "H", "H", "H", "H", "H", "H", "C", "O", "C", "O", "O", "C", "H", "H", "H", "H", "H", "H", "C", "O", "C", "O", "O", "C", "H", "H", "H", "H", "H", "H", "C", "C", "N", "H", "H", "H", "C", "C", "N", "H", "H", "H"], "xyz": [[1.235, 1.070, -3.097], [0.846, 1.345, -0.434], [0.896, 2.362, -1.444], [0.946, 0.128, -1.180], [1.951, 1.527, 0.397], [-0.331, 1.337, 0.278], [-2.589, -0.793, 0.692], [-2.063, -1.585, 1.861], [-3.062, -1.877, 2.842], [-3.754, -3.048, 2.726], [-3.528, -3.945, 1.762], [-5.027, -3.159, 3.523], [-5.092, -2.149, 4.389], [-6.143, -3.149, 2.786], [-5.028, -4.309, 4.215], [-1.768, -0.589, 0.001], [-3.021, 0.164, 0.968], [-3.265, -1.428, 0.115], [-1.339, -1.023, 2.458], [-1.489, -2.448, 1.511], [5.113, 1.796, -4.748], [5.381, 0.762, -3.781], [4.461, 0.551, -2.877], [3.379, 1.105, -2.850], [4.878, -0.377, -2.050], [3.922, -0.911, -1.156], [4.732, 2.706, -4.298], [4.403, 1.409, -5.480], [6.059, 1.969, -5.249], [3.533, -0.121, -0.504], [4.410, -1.643, -0.524], [3.058, -1.323, -1.676], [-1.812, 3.907, -2.812], [-2.613, 2.729, -2.788], [-2.023, 1.572, -3.015], [-0.859, 1.427, -3.313], [-2.914, 0.612, -2.922], [-2.467, -0.726, -3.222], [-2.229, 4.607, -2.092], [-1.734, 4.352, -3.799], [-0.809, 3.681, -2.444], [-2.050, -0.753, -4.230], [-3.353, -1.346, -3.200], [-1.700, -1.034, -2.517], [0.509, -3.194, -0.822], [-0.160, -4.426, -0.928], [-1.488, -4.354, -1.096], [-2.115, -3.342, -1.278], [-1.957, -5.586, -1.043], [-3.347, -5.733, -1.306], [-0.014, -2.436, -1.417], [1.511, -3.231, -1.234], [0.472, -2.810, 0.200], [-3.721, -5.003, -2.018], [-3.878, -5.625, -0.360], [-3.519, -6.735, -1.683], [1.248, -0.239, 3.001], [0.263, -0.223, 4.095], [0.038, 0.740, 4.881], [0.708, 1.828, 4.810], [-0.768, 0.621, 5.812], [-1.846, -0.353, 5.744], [2.236, 0.078, 3.320], [0.940, 0.537, 2.291], [1.115, -1.186, 2.503], [-2.415, -0.204, 6.661], [-1.467, -1.368, 5.838], [-2.553, -0.240, 4.927], [4.698, 3.524, -0.022], [5.828, 3.243, -0.899], [6.712, 3.036, -1.599], [5.014, 3.905, 0.945], [4.077, 2.642, 0.131], [4.073, 4.260, -0.532], [0.489, 4.470, 0.976], [0.330, 5.376, 2.107], [0.272, 6.061, 3.027], [0.617, 3.479, 1.417], [1.360, 4.682, 0.365], [-0.405, 4.423, 0.359]], "homo_energy_ev": [-8.7413, -13.4033], "charge": 1, "multiplicity": 9}


Need the numbers? Relative energies in hartree: w 0.0596; x 0.0000.